1.
This record from OMol25 describes a cluster of 6 separate species, C18H30N2O16 in total at a distorted geometry. The level of theory is ωB97M-V/def2-TZVPD.

Positions of all 66 atoms, in Å:
C  -0.7491  -1.4551  3.1092
C  0.1788  -0.9558  4.2580
C  1.6951  -1.3087  4.0941
O  2.2841  -0.1277  4.4665
C  1.3936  0.8503  4.4392
O  1.5973  2.0423  4.4934
O  0.2079  0.3806  4.1869
H  -1.2916  -0.7443  2.4859
H  -1.4124  -2.1666  3.6011
H  -0.2168  -2.0716  2.3849
H  -0.1187  -1.3433  5.2325
H  1.7548  -1.6076  3.0476
H  1.8895  -2.1485  4.7612
C  2.1268  2.4958  1.8151
C  0.9912  3.3367  1.3750
C  -0.2940  3.0542  2.1194
O  -0.8878  4.3582  2.2310
C  0.0922  5.1882  2.2036
O  -0.0466  6.3088  2.4377
O  1.2668  4.6502  1.8883
H  1.9987  1.5359  1.3148
H  2.2316  2.3570  2.8911
H  3.0547  2.8316  1.3521
H  0.8200  3.1926  0.3083
H  -0.2008  2.5281  3.0695
H  -0.9996  2.5033  1.4975
C  -0.0609  -0.3583  -4.5911
C  0.3120  0.1517  -3.2366
C  0.5236  1.7025  -3.1812
O  -0.5093  2.3055  -2.4396
C  -0.9715  1.2527  -1.6342
O  -1.4678  1.4002  -0.5129
O  -0.7098  0.0626  -2.2993
H  -0.8655  0.1078  -5.1598
H  -0.4866  -1.3303  -4.3420
H  0.6811  -0.6092  -5.3491
H  1.2744  -0.2721  -2.9496
H  0.3315  1.9812  -4.2173
H  1.4858  2.1683  -2.9682
C  -2.7731  -1.0988  -2.0270
C  -2.4884  -2.1680  -3.0175
C  -2.8333  -3.5873  -2.6733
O  -3.2316  -4.0528  -3.9828
C  -3.4753  -3.0911  -4.8248
O  -4.0354  -3.1095  -5.9551
O  -3.1369  -1.8908  -4.3108
H  -2.0664  -1.1959  -1.2029
H  -3.7933  -1.1605  -1.6482
H  -2.5007  -0.1800  -2.5465
H  -1.4054  -2.1719  -3.1409
H  -3.6587  -3.7405  -1.9780
H  -1.9607  -4.1411  -2.3270
C  3.5213  -1.1829  -0.0097
N  3.2847  -0.6329  1.3336
O  3.4336  0.5657  1.5027
O  2.8723  -1.4589  2.1370
H  3.9354  -0.5099  -0.7605
H  2.5942  -1.5596  -0.4417
H  4.2169  -2.0221  -0.0027
C  -1.0663  -0.8202  0.4318
N  0.3179  -0.2158  0.6254
O  1.2785  -0.8214  0.1000
O  0.3583  0.7923  1.3317
H  -1.0763  -1.8898  0.6415
H  -1.4643  -0.5828  -0.5548
H  -1.7498  -0.3200  1.1179

Computed properties:
HOMO energy, eV: -9.64
Kohn-Sham gap, eV: 8.32
LUMO level, eV: -1.32
Max |F|, eV/A: 6.0

=====

2.
This record from OMol25 describes a structure of composition C18H30NO5P2SZn at a distorted geometry. The level of theory is ωB97M-V/def2-TZVPD.

Positions of all 58 atoms, in Å:
Zn  0.2190  0.5310  -0.7044
P  -2.0484  -0.2691  -1.2941
C  -2.2108  0.3280  -3.0358
C  -0.8345  0.8626  -3.5075
N  0.2648  0.6929  -2.7217
C  1.5134  1.0497  -3.1372
C  1.6567  1.8495  -4.2784
C  0.5221  2.1488  -5.0522
C  -0.7076  1.5877  -4.7023
C  2.7082  0.6388  -2.2269
P  2.2897  -0.8149  -1.1997
H  -1.6196  1.7926  -5.2923
H  2.6539  2.2366  -4.5094
H  0.6308  2.7514  -5.9571
H  3.5911  0.4677  -2.8646
H  2.9289  1.4920  -1.5532
H  -2.6156  -0.4331  -3.6562
H  -2.9829  1.1056  -3.1311
H  -1.2170  -2.4886  -4.2356
O  -1.4997  -3.1168  -4.9903
H  -2.4983  -3.1432  -4.7441
H  -0.4936  -3.4576  -0.3024
O  0.2388  -3.5936  -0.9458
H  -0.3131  -4.0348  -1.6758
C  2.9867  -2.1748  -2.1965
H  3.9446  -1.8964  -2.6677
H  3.1512  -3.0542  -1.5556
H  2.2823  -2.4686  -2.9907
C  3.3476  -0.6754  0.2605
H  3.1046  -1.5131  0.9266
H  4.4215  -0.6973  0.0435
H  3.1079  0.2411  0.8150
C  -2.7972  1.2642  -0.4886
H  -3.7145  1.5709  -1.0406
H  -3.0148  1.0377  0.5760
H  -2.0202  2.0672  -0.5298
C  -3.4226  -1.5253  -1.0696
H  -3.5512  -1.6944  0.0167
H  -4.3816  -1.1756  -1.5027
H  -3.1336  -2.4827  -1.5432
C  0.1348  1.7618  7.7498
C  0.0738  1.3283  6.3054
C  0.0642  -0.0423  6.0150
C  -0.0034  -0.4960  4.6929
C  -0.0534  0.4355  3.6452
C  -0.0423  1.8028  3.9112
C  0.0247  2.2366  5.2398
S  -0.2797  -0.2461  2.0271
O  0.6711  -1.3234  1.8397
O  -1.6903  -0.5484  1.8611
O  0.1130  0.9801  1.1266
H  -0.7270  1.3786  8.3145
H  1.0443  1.3830  8.2375
H  0.1343  2.8516  7.8186
H  0.1071  -0.7812  6.8188
H  -0.0144  -1.5554  4.4635
H  -0.0820  2.5334  3.1116
H  0.0379  3.2951  5.4868

Computed properties:
HOMO energy, eV: -11.26
Kohn-Sham gap, eV: 7.83
LUMO level, eV: -3.43
Max |F|, eV/A: 4.1
Total charge: +1

=====

3.
This record from OMol25 describes the ion C18H30O2PS with charge +1 at a distorted geometry. The level of theory is ωB97M-V/def2-TZVPD.

Positions of all 52 atoms, in Å:
C  -0.4301  2.4612  1.7196
C  0.5768  1.4510  0.8460
P  -0.4218  0.1340  -0.1053
C  -0.4249  0.4083  -1.9928
C  -1.8049  -0.2252  -2.6639
S  0.0721  -1.8726  0.4566
C  -1.1445  -2.2672  1.8765
C  -2.7042  -2.2222  1.2924
C  -3.6176  -1.0263  1.9438
C  -4.2713  0.0058  0.8014
O  -3.4229  1.2065  0.8109
C  -4.0606  2.3559  0.1529
C  -3.4978  3.8591  0.6236
O  -4.9948  2.3189  -0.7998
C  1.8524  -2.0187  1.0751
C  2.8377  -2.6259  -0.0865
C  3.8326  -1.5318  -0.7971
C  5.4540  -1.9083  -0.9454
C  6.4926  -0.8470  -1.6996
C  6.0227  0.6145  -2.3251
C  4.4275  0.9972  -2.1505
C  3.3871  -0.0624  -1.3959
H  -1.3257  1.8932  2.2176
H  0.2464  2.8512  2.6222
H  -0.7640  3.3308  1.0096
H  1.3719  2.0358  0.2135
H  1.1956  0.8644  1.6813
H  0.4787  -0.1702  -2.5107
H  -0.2648  1.5506  -2.2557
H  -2.0076  -1.2566  -2.1062
H  -1.6290  -0.4531  -3.8163
H  -2.6699  0.5447  -2.4662
H  -0.8851  -3.2612  2.4362
H  -1.0674  -1.3195  2.5978
H  -2.7388  -2.1856  0.1090
H  -3.2033  -3.2484  1.6218
H  -4.5661  -1.5431  2.4500
H  -3.0882  -0.4278  2.8145
H  -5.3954  0.2692  1.0289
H  -4.2049  -0.5602  -0.2260
H  -2.6673  4.2343  -0.1476
H  -4.3413  4.6742  0.6206
H  -2.9225  3.7900  1.6659
H  2.2753  -1.0261  1.5413
H  1.8470  -2.8144  1.9641
H  2.1350  -3.0992  -0.9224
H  3.5191  -3.4982  0.3238
H  5.9029  -2.9110  -0.5346
H  7.6467  -1.1116  -1.8263
H  6.7336  1.3634  -2.8885
H  3.9588  2.0099  -2.5658
H  2.2701  0.2698  -1.2885

Computed properties:
HOMO energy, eV: -11.05
Kohn-Sham gap, eV: 8.08
LUMO level, eV: -2.97
Max |F|, eV/A: 8.4
Total charge: +1

=====

4.
This record from OMol25 describes a cluster of 2 separate species, C18H31B2F7INO2P in total at a distorted geometry. The level of theory is ωB97M-V/def2-TZVPD.

Positions of all 63 atoms, in Å:
O  1.2740  -3.3121  0.0397
P  0.1938  -2.2406  0.6879
I  -0.3339  -0.7185  -1.1593
B  -1.5104  -3.0762  0.9721
C  -2.7127  -2.0980  1.2757
C  -2.3947  -1.0530  2.4138
C  -2.4017  0.4232  1.9637
C  -1.2667  1.2174  2.6853
C  -0.7027  2.3414  1.8045
C  0.5794  2.9734  2.3609
C  1.8561  2.1170  2.3183
C  2.0444  1.2821  1.0428
C  3.5070  1.2601  0.5438
C  3.7507  2.3048  -0.5588
C  3.4728  1.8002  -1.9882
C  2.1937  2.3863  -2.5961
N  1.4979  1.4669  -3.4953
C  0.2266  1.7046  -3.8295
C  -0.2076  0.6997  -4.6332
C  0.8886  -0.1610  -4.7734
C  1.9281  0.3164  -4.0647
C  -1.6872  -4.6547  0.8974
O  -0.4883  -5.3238  1.3805
C  -0.0611  -6.3282  0.6033
F  0.1473  -5.9877  -0.6708
F  -0.9075  -7.3846  0.6394
F  1.1199  -6.7647  1.1012
H  2.1757  -3.0694  0.2759
H  -3.6193  -2.6622  1.5014
H  -2.9313  -1.5160  0.3736
H  -1.4418  -1.3246  2.8683
H  -3.1560  -1.1510  3.1883
H  -2.2775  0.5555  0.8918
H  -3.3463  0.8972  2.2153
H  -0.4518  0.5461  2.9702
H  -1.7206  1.6228  3.5927
H  -0.6280  1.9695  0.7831
H  -1.4558  3.1333  1.7835
H  0.7642  3.9199  1.8434
H  0.3662  3.2400  3.4004
H  2.7177  2.7612  2.5128
H  1.8142  1.4281  3.1671
H  1.4363  1.7239  0.2580
H  1.7274  0.2635  1.2505
H  4.2061  1.3864  1.3719
H  3.6922  0.2644  0.1296
H  4.8035  2.5906  -0.5039
H  3.1605  3.1929  -0.3184
H  3.4566  0.7124  -1.9841
H  4.3121  2.1004  -2.6203
H  2.3499  3.3646  -3.0500
H  1.5188  2.5467  -1.7524
H  -0.3600  2.5441  -3.5029
H  -1.1848  0.5819  -5.0602
H  0.8666  -1.0797  -5.3356
H  2.9083  -0.0944  -3.9316
H  -2.5299  -4.9660  1.5163
H  -1.9126  -4.8911  -0.1459
B  -5.0558  1.2443  -0.5314
F  -6.0141  1.9036  -1.3203
F  -4.8393  -0.0548  -1.0381
F  -3.8408  1.9735  -0.5603
F  -5.5163  1.1519  0.8003

Computed properties:
HOMO energy, eV: -6.06
Kohn-Sham gap, eV: 7.88
LUMO level, eV: 1.82
Max |F|, eV/A: 2.3
Total charge: -1